# 1
Here is a structure of composition C21H61N4O11Zn at a distorted geometry from the OMol25 dataset. Energies are from the ωB97M-V functional and the def2-TZVPD basis.

**Strongest force on any atom**: 18.84 eV/Å
**Orbital gap**: 8.370 eV
**Total energy**: -99627.37262 eV
**Charge**: +1
**Relative energy (zero: lowest compared OMol25 entry of this formula, charge and spin)**: 727.3 kcal/mol

Atoms and positions in Å:
Zn 0.2320 -2.3147 -0.5504
O -1.1760 0.0545 1.2020
C -0.5004 -0.9422 0.6272
O 0.5981 -0.8410 0.0336
O -0.9397 -2.0673 0.5009
H -0.5519 0.7611 1.0212
C -1.5005 3.1926 1.4666
C -0.5677 2.9845 0.2747
C 0.8944 3.2565 0.6815
O 1.7657 3.2399 -0.4764
C 3.1284 3.6990 -0.2159
N -0.7410 1.5900 -0.0802
H -1.3582 4.1536 1.9610
H -1.4455 2.4054 2.2184
H -2.5592 3.2319 1.2105
H -0.8662 3.5837 -0.5856
H 1.2980 2.6022 1.4542
H 0.8240 4.2588 1.1040
H 3.1112 4.6546 0.3081
H 3.5501 3.8955 -1.2017
H 3.7155 2.9208 0.2718
H -1.7368 1.4532 -0.1794
H -0.1924 1.3653 -0.8979
C 2.1625 -4.9435 1.0868
C 1.3087 -4.0804 0.1484
C -0.2067 -4.3799 0.3080
O -0.8862 -3.5994 -0.6678
C -2.2950 -3.8771 -0.7343
N 1.6260 -2.7108 0.4395
H 2.0941 -4.6624 2.1377
H 3.2431 -4.8777 0.9594
H 1.8919 -5.9947 0.9881
H 1.6181 -4.3203 -0.8689
H -0.5543 -4.0718 1.2940
H -0.3495 -5.4585 0.2412
H -2.4860 -4.9245 -0.5008
H -2.7221 -3.6818 -1.7180
H -2.8249 -3.3058 0.0280
H 2.6252 -2.6559 0.3032
H 1.4861 -2.5693 1.4297
C -2.3311 1.7608 -3.1024
C -1.7656 0.6458 -2.1131
C -2.7643 0.3881 -1.0213
O -2.7455 1.6256 -0.2401
C -3.6016 1.4911 0.9075
N -1.6339 -0.5395 -2.9950
H -2.5000 2.6217 -2.4555
H -3.2460 1.4457 -3.6043
H -1.5177 2.0241 -3.7785
H -0.8056 0.9776 -1.7174
H -2.4162 -0.4367 -0.3996
H -3.7494 0.1350 -1.4132
H -3.5601 2.4514 1.4216
H -3.3116 0.6949 1.5931
H -4.6400 1.4419 0.5797
H -1.1305 -1.2513 -2.4851
H -0.9338 -0.3349 -3.6937
C 1.0546 0.0566 -1.9216
C 1.4190 1.3447 -2.6708
C 2.8181 1.9263 -2.3204
O 3.1457 3.0152 -3.1823
C 4.4851 3.5187 -3.0202
N 1.3718 1.0651 -4.0856
H 1.2037 0.2842 -0.8662
H 1.6746 -0.7926 -2.2094
H 0.0262 -0.2796 -2.0536
H 0.6766 2.1108 -2.4472
H 3.5384 1.1384 -2.5405
H 2.8447 2.1951 -1.2644
H 5.1608 2.6636 -3.0008
H 4.6100 4.1644 -2.1510
H 4.7099 4.1338 -3.8916
H 1.8109 1.8867 -4.4757
H 2.0081 0.3112 -4.3021
C -1.9663 -0.2396 3.8251
O -1.4760 0.7019 2.9411
H -1.9591 0.1928 4.8256
H -3.0243 -0.3634 3.5939
H -1.5431 -1.2363 3.7002
H -1.2928 0.2707 2.1031
C 2.6977 0.9779 1.1283
O 2.4060 -0.1774 1.8074
H 2.9589 1.7722 1.8275
H 3.4675 0.8511 0.3670
H 1.8372 1.3122 0.5488
H 1.7790 -0.6721 1.2747
C 0.2588 -2.4035 3.1045
O 1.4865 -2.5070 2.4262
H -0.0032 -3.3999 3.4605
H 0.4860 -1.7522 3.9484
H -0.5301 -1.9613 2.4961
H 2.2184 -2.3196 3.0185
C -3.4222 -1.5857 1.6239
O -2.2411 -2.1646 2.1633
H -4.3446 -2.1600 1.7111
H -3.5257 -0.5537 1.9591
H -3.3249 -1.4052 0.5534
H -1.5608 -2.0852 1.4906

---

# 2
Here is a structure of composition C21H62CaN2O15S at a distorted geometry from the OMol25 dataset. Energies are from the ωB97M-V functional and the def2-TZVPD basis.

**Strongest force on any atom**: 1.96 eV/Å
**Orbital gap**: 8.860 eV
**Total energy**: -85750.92536 eV

Atoms and positions in Å:
Ca -1.9390 0.8560 -0.3054
S 0.9449 0.4617 -0.4395
O 1.5694 -0.7201 -1.0002
O 1.8690 1.4681 0.0669
O 0.0369 1.0982 -1.4272
O -0.0190 0.0077 0.5731
C 4.5527 3.4249 0.5052
O 4.3475 2.3605 -0.3982
H 3.7341 3.4574 1.2287
H 5.4530 3.2478 1.0960
H 4.5978 4.4162 0.0464
H 3.4161 2.0520 -0.3860
C 4.9650 -1.2040 -0.6832
O 3.9025 -1.8036 0.0404
H 5.8277 -1.8725 -0.7325
H 4.6173 -1.0124 -1.7024
H 5.2888 -0.2871 -0.1820
H 3.0672 -1.5087 -0.3537
C 3.4324 0.1581 2.8900
O 2.7104 1.3808 2.8472
H 4.2756 0.2998 3.5704
H 2.8464 -0.7101 3.1985
H 3.9083 -0.0409 1.9267
H 2.3278 1.4166 1.9589
C 2.3551 -3.7381 -2.4287
O 1.7196 -2.5752 -2.9371
H 2.3940 -4.4299 -3.2683
H 3.3648 -3.5026 -2.0789
H 1.8299 -4.1487 -1.5611
H 1.7348 -1.8685 -2.2581
C 1.4065 4.6765 -1.3264
O 1.4296 4.2031 0.0190
H 0.8441 4.0015 -1.9798
H 0.9866 5.6810 -1.3461
H 2.4321 4.6673 -1.7075
H 1.6744 3.2546 -0.0153
C 2.2509 1.1872 -3.8786
O 1.1610 2.0678 -3.6333
H 3.0750 1.5585 -3.2588
H 2.0225 0.1534 -3.6292
H 2.5672 1.2661 -4.9171
H 0.7002 1.8578 -2.7811
C -3.8539 1.6176 -3.3113
O -3.0336 1.9783 -2.2077
C -2.3116 3.1971 -2.4947
C -2.2464 3.9866 -1.2004
N -1.4828 3.2372 -0.1986
C -1.6843 3.8816 1.1267
C -1.0606 3.0693 2.2347
O -1.6984 1.8031 2.1252
C -1.4721 0.9388 3.2412
H -3.3919 1.7995 -4.2816
H -4.7808 2.2010 -3.3097
H -4.1992 0.5858 -3.2729
H -2.8625 3.7292 -3.2711
H -1.3094 2.9824 -2.8746
H -3.2517 4.1916 -0.8189
H -1.8926 5.0112 -1.3700
H -0.5066 3.4977 -0.3378
H -2.7384 4.0099 1.3813
H -1.2249 4.8760 1.1336
H -1.2878 3.5586 3.1864
H 0.0223 2.9646 2.1312
H -1.9139 1.4139 4.1201
H -0.4144 0.7137 3.3824
H -1.9997 0.0107 3.0365
C -1.4201 -0.6709 -3.3998
O -1.9421 -0.7884 -2.0723
C -1.7185 -2.0671 -1.5018
C -2.6204 -2.3279 -0.2927
N -2.6865 -1.2619 0.7656
C -3.9388 -1.4420 1.5136
C -3.9458 -2.6372 2.4686
O -4.1682 -3.8274 1.7359
C -3.9075 -4.9804 2.5060
H -1.4897 0.3688 -3.7181
H -1.9821 -1.2510 -4.1312
H -0.3512 -0.8782 -3.3618
H -0.6548 -2.1280 -1.2483
H -1.9222 -2.9012 -2.1807
H -2.2415 -3.2510 0.1478
H -3.6194 -2.5176 -0.6832
H -1.8952 -1.4597 1.3830
H -4.8122 -1.5383 0.8680
H -4.1345 -0.5512 2.1182
H -4.8024 -2.5205 3.1473
H -3.0531 -2.7129 3.0984
H -4.6515 -5.1562 3.2886
H -2.9224 -4.8885 2.9754
H -3.8647 -5.9004 1.9250
C 1.2735 -3.3233 3.5143
C 0.8666 -2.9198 2.1025
C 0.4945 -4.1210 1.2345
O -0.2017 -1.9675 2.1702
H 0.5208 -3.8679 4.0855
H 1.4351 -2.3988 4.0739
H 2.2345 -3.8347 3.4484
H 1.7621 -2.4429 1.6928
H 1.3993 -4.7027 1.0648
H 0.0481 -3.7926 0.2967
H -0.2571 -4.7146 1.7612
H 0.0837 -1.1386 1.7020

---

# 3
Here is a cluster of 11 separate species, C21H62ClO14 in total at a distorted geometry from the OMol25 dataset. Energies are from the ωB97M-V functional and the def2-TZVPD basis.

**Strongest force on any atom**: 1.20 eV/Å
**Orbital gap**: 9.787 eV
**Total energy**: -63966.54429 eV
**Charge**: -1

Atoms and positions in Å:
Cl 0.0053 -0.1843 -1.4661
O -1.0341 -0.8745 -0.7461
O 0.6769 -1.1093 -2.3492
O -0.5657 0.9010 -2.2462
O 0.9731 0.3968 -0.5442
O 2.1422 1.7649 -3.7490
H 1.6310 2.5652 -3.5879
H 1.6640 1.0873 -3.2488
O -1.1583 3.2831 -4.0577
H -1.2266 3.1120 -5.0026
H -1.3037 2.4180 -3.6429
O 1.2458 3.3049 -0.3255
H 1.5010 3.5321 -1.2263
H 0.9181 2.3881 -0.3759
C -2.1027 4.6493 -0.6389
C -1.9988 4.5170 0.8679
C -2.5826 3.1982 1.3381
O -0.6454 4.6511 1.3300
H -3.1332 4.8257 -0.9560
H -1.7354 3.7535 -1.1502
H -1.4983 5.4884 -0.9923
H -2.5501 5.3462 1.3264
H -3.6583 3.1641 1.1418
H -2.4014 3.0605 2.4040
H -2.0993 2.3669 0.8140
H -0.0449 4.3061 0.6451
C 5.3517 3.1038 2.0571
C 4.0732 2.7996 1.2938
C 3.9323 1.3230 0.9780
O 2.9861 3.2287 2.1210
H 5.6170 4.1559 1.9677
H 6.1699 2.4863 1.6858
H 5.1877 2.8685 3.1094
H 4.0403 3.3898 0.3703
H 2.9569 1.0994 0.5367
H 4.0002 0.7428 1.9053
H 4.6960 0.9759 0.2767
H 2.2752 3.5267 1.5376
C 0.8520 0.5444 2.8937
C 1.2798 0.1341 4.2824
C 2.6884 -0.4053 4.2887
O 1.1643 1.2481 5.1811
H 1.4784 1.3780 2.5432
H -0.1899 0.8533 2.8483
H 1.0092 -0.2485 2.1542
H 0.5877 -0.6038 4.6922
H 3.3629 0.3356 3.8509
H 2.7513 -1.3332 3.7146
H 2.9873 -0.6468 5.3102
H 1.9023 1.8426 4.9989
C -6.0084 0.2857 -1.4303
C -5.1536 1.5392 -1.6648
C -4.0769 1.2622 -2.6849
O -5.9530 2.6342 -2.2075
H -6.7428 0.3910 -0.6336
H -5.3413 -0.5477 -1.1679
H -6.4980 0.0083 -2.3656
H -4.7183 1.8446 -0.7066
H -3.5596 2.2011 -2.9106
H -4.5132 0.9184 -3.6241
H -3.3131 0.5824 -2.3086
H -6.5906 2.9020 -1.5384
C 3.7743 -2.3535 -1.3820
C 3.4741 -2.5210 0.0861
C 4.3056 -1.5914 0.9325
O 2.0591 -2.3209 0.3419
H 3.0901 -2.9786 -1.9535
H 4.8107 -2.6232 -1.6030
H 3.6199 -1.3161 -1.6913
H 3.6692 -3.5554 0.3798
H 3.8999 -1.4946 1.9387
H 4.3228 -0.5885 0.4889
H 5.3413 -1.9359 1.0103
H 1.8223 -1.4529 -0.0129
C -2.7786 -2.7286 -3.1927
C -2.1372 -3.8046 -2.3212
C -2.5364 -5.1965 -2.7680
O -0.7176 -3.7578 -2.4045
H -2.2465 -1.7855 -3.0935
H -3.8285 -2.5959 -2.9149
H -2.7526 -3.0623 -4.2314
H -2.4476 -3.7017 -1.2724
H -2.1705 -5.9361 -2.0470
H -2.0846 -5.4457 -3.7294
H -3.6231 -5.2947 -2.8232
H -0.4551 -2.8364 -2.2591
C -1.1285 -2.9361 2.0366
C -0.3661 -4.2292 2.1293
C -0.5317 -5.0225 0.8465
O 1.0006 -3.9994 2.3981
H -2.1979 -3.1017 1.8885
H -0.7807 -2.3776 1.1557
H -0.9309 -2.3104 2.9038
H -0.7674 -4.8124 2.9624
H -0.0169 -5.9830 0.9269
H -0.1291 -4.4763 -0.0103
H -1.5892 -5.2341 0.6402
H 1.3171 -3.3725 1.7281

---

# 4
Here is a structure of composition C21H62F2KN5O14S2 at a distorted geometry from the OMol25 dataset. Energies are from the ωB97M-V functional and the def2-TZVPD basis.

**Strongest force on any atom**: 11.50 eV/Å
**⟨S²⟩**: 0.765
**Orbital gap (alpha / beta)**: 7.232 / 3.585 eV
**Total energy**: -102316.90087 eV
**Charge**: +1
**Multiplicity**: 2

Atoms and positions in Å:
K 1.3593 1.7649 3.4352
N 0.5592 0.4482 0.9240
S 0.2373 -1.0121 0.8882
O 1.2855 -1.9182 0.5661
O -1.1249 -1.4201 0.6733
F 0.3361 -1.2139 2.5005
S 0.5339 0.4658 -0.8166
O -0.7766 0.3747 -1.5371
O 1.7475 0.0762 -1.5197
F 0.6571 2.0593 -0.7319
C 5.3647 0.7260 1.2190
C 3.9275 0.1649 1.2322
O 3.0901 1.2832 0.9589
H 5.7698 1.0936 0.2762
H 6.1343 0.0425 1.5778
H 5.4787 1.5084 1.9694
H 3.5393 -0.1120 2.2124
H 3.8291 -0.5866 0.4488
H 2.1606 1.0526 1.0252
C -4.0060 1.9741 2.1329
C -2.7878 1.1797 1.4735
O -1.7259 2.0626 1.4379
H -4.9594 1.5208 1.8619
H -4.0122 2.9702 1.6904
H -4.0465 2.0758 3.2174
H -3.0961 0.7489 0.5209
H -2.4709 0.3186 2.0620
H -0.9553 1.5106 1.2858
C 0.0613 -5.1189 2.8970
C -1.4268 -4.7856 2.8176
O -1.8742 -4.8204 4.1905
H 0.4929 -5.3717 1.9286
H 0.2001 -6.0532 3.4410
H 0.6413 -4.3406 3.3930
H -1.9843 -5.4936 2.2044
H -1.5302 -3.8027 2.3580
H -2.7832 -4.5166 4.2461
C -0.0235 -3.8407 -2.2667
C -1.2751 -4.3337 -1.5067
O -2.4727 -3.9723 -2.1959
H -0.2458 -3.9437 -3.3288
H 0.8655 -4.4281 -2.0369
H 0.1665 -2.7815 -2.0933
H -1.3743 -3.9748 -0.4822
H -1.2330 -5.4028 -1.2986
H -2.5738 -4.4998 -2.9916
C 3.3079 5.0536 -2.2619
C 2.8595 3.7659 -1.6018
O 3.9748 3.2928 -0.8950
H 3.4613 5.8931 -1.5838
H 2.6516 5.2886 -3.0998
H 4.3109 4.8848 -2.6539
H 2.4367 3.0430 -2.2995
H 2.0683 4.0087 -0.8925
H 3.6340 2.5963 -0.3289
C -0.8081 2.6853 -4.1540
O -0.1183 3.6480 -4.0473
N -1.7188 2.4832 -3.3532
N -0.9025 1.7551 -5.0482
H -2.1482 1.5694 -3.3788
H -1.6062 3.0335 -2.5138
H -0.1181 1.7175 -5.6834
H -1.7187 1.1614 -5.0108
C -3.1427 -0.8536 -4.0944
O -3.1553 0.2436 -4.6648
N -2.7689 -1.0060 -2.8680
N -3.6852 -1.9167 -4.6159
H -2.5009 -0.1805 -2.3514
H -2.9038 -1.8850 -2.3892
H -3.5909 -2.8339 -4.2038
H -4.1181 -1.8026 -5.5212
C -0.0104 -1.1728 7.5080
C 0.0411 -1.3638 5.9684
C -1.3029 -1.4497 5.2022
O 0.7990 -0.2136 5.5564
H -0.9084 -0.6155 7.7746
H 0.8604 -0.7441 8.0041
H -0.1385 -2.1519 7.9695
H 0.5544 -2.3157 5.8324
H -1.8939 -0.5526 5.3863
H -1.9253 -2.2599 5.5821
H -1.0423 -1.5881 4.1529
H 0.2184 0.5368 5.7024
C -3.0278 5.6491 0.7463
C -2.7340 4.7393 -0.4072
C -3.2111 5.2721 -1.7228
O -1.3553 4.4133 -0.4010
H -2.7423 5.0876 1.6359
H -4.1015 5.8024 0.8544
H -2.5559 6.6317 0.7357
H -3.2765 3.8093 -0.2368
H -2.5636 5.0192 -2.5624
H -3.2911 6.3580 -1.6706
H -4.2142 4.9401 -1.9905
H -1.2699 3.6640 0.1929
C 2.7443 -2.5590 -3.3524
C 3.7295 -2.3273 -2.1776
C 4.8927 -3.2996 -2.1062
O 4.2229 -1.0312 -2.4076
H 3.3301 -2.5358 -4.2713
H 1.8370 -1.9549 -3.3535
H 2.4225 -3.6003 -3.3675
H 3.2922 -2.2818 -1.1802
H 5.3080 -3.6722 -3.0426
H 4.6497 -4.1843 -1.5178
H 5.7799 -2.9407 -1.5844
H 3.5039 -0.4313 -2.1963